Record 1
{
  "formula": "C23H34Cl2N3O3Rh",
  "method": "ωB97M-V/def2-TZVPD",
  "orbital_gap_ev": [6.0, 5.9],
  "spin_multiplicity": 5,
  "fmax_ev_per_a": 6.8,
  "lumo_energy_ev": [0.5, -1.9],
  "symbols": ["O", "H", "H", "C", "H", "H", "H", "C", "H", "H", "C", "O", "C", "C", "H", "C", "C", "H", "C", "H", "H", "C", "H", "C", "Cl", "H", "C", "C", "C", "N", "H", "C", "H", "H", "H", "H", "H", "C", "H", "O", "H", "C", "H", "N", "H", "H", "Rh", "C", "C", "H", "H", "H", "C", "H", "H", "Cl", "C", "H", "H", "N", "C", "C", "C", "H", "H", "H"],
  "coordinates": [[1.98855, -0.92746, 0.74650], [-0.75795, 0.90373, 5.07546], [-1.23868, -4.98021, 2.51074], [4.63123, 1.30841, -0.11953], [0.11150, -2.45293, -0.29782], [-4.26380, 2.01302, 2.16825], [5.10774, 1.11960, 0.84557], [2.88108, 0.42016, -1.60605], [4.19997, 2.31887, -0.12832], [-0.27127, -4.40649, -1.06163], [0.31500, -0.45711, 3.80468], [-0.73837, -1.66495, 1.42128], [-2.50989, 0.70786, 2.06914], [1.00907, 2.75120, -5.38323], [-3.50992, 1.62693, 3.75860], [-0.50673, -2.60178, 0.60599], [3.10363, -0.35889, 0.71283], [-1.90061, 1.33496, -6.47372], [-0.18245, -2.42272, 5.69878], [5.37965, 1.24785, -0.91677], [-4.40868, 0.37581, 2.91670], [-0.41137, -0.12978, 4.94322], [-1.40158, 2.99999, -0.11142], [-0.87690, -4.83538, -0.25663], [-0.89157, -0.42818, -1.33885], [-2.76555, -4.50500, 1.70748], [-0.68398, -1.12827, 5.88330], [-1.75813, -4.16082, 1.98887], [-2.25548, 2.35846, 0.13930], [3.58945, 0.31783, -0.33513], [-0.42471, -3.19632, 6.43138], [0.82429, -1.73590, 3.61416], [-2.62715, 1.92662, -0.79986], [-1.85974, -5.12137, -0.65702], [-1.28359, -0.88321, 6.76429], [2.08228, -0.31758, -1.69236], [1.07158, -3.70755, 4.46964], [-0.46455, 1.21617, -4.12329], [-1.53727, 3.07748, -8.29880], [0.05576, 1.49873, -3.06156], [-2.13807, -0.23570, 2.47771], [-1.04058, 2.02290, -6.46841], [-0.37813, -5.72798, 0.14397], [0.49332, 0.55735, 2.78815], [-0.01685, 1.39584, 3.07480], [2.08495, 4.33489, -6.33118], [-0.08119, 0.27554, 0.70183], [-3.73942, 1.23569, 2.75024], [0.60996, -2.72173, 4.58217], [2.43133, 1.41863, -1.68063], [3.76926, -0.38467, 1.59581], [1.71519, 2.64101, -4.55395], [-1.82981, 1.23845, 1.02575], [-3.04942, 2.96836, 0.59658], [-1.22646, 0.42889, -4.22456], [1.06171, 2.19811, 0.25480], [-0.83471, 2.98902, -7.46707], [-1.82901, -3.29087, 2.65241], [1.39009, -1.95017, 2.70667], [-1.01417, -3.81508, 0.77787], [0.26217, 3.85898, -7.40716], [-0.14060, 1.93823, -5.39461], [1.19752, 3.70765, -6.37557], [1.46537, 0.87034, 2.73624], [0.41044, 4.63765, -8.15508], [3.60627, 0.30688, -2.42093]],
  "lowdin_spin": [0.00, 0.00, 0.00, 0.00, 0.00, 0.00, 0.00, 0.00, 0.00, 0.00, 0.00, 0.07, 0.00, 0.10, 0.00, 0.01, 0.00, 0.00, 0.00, 0.00, 0.00, 0.01, 0.00, 0.00, 0.19, 0.00, 0.00, 0.00, -0.01, 0.00, 0.00, 0.00, 0.00, 0.00, 0.00, 0.00, 0.00, 0.53, 0.00, 0.91, 0.00, 0.10, 0.00, 0.06, 0.00, 0.00, 1.60, 0.00, 0.00, 0.00, 0.00, 0.01, -0.08, 0.00, 0.08, 0.19, 0.00, 0.00, 0.00, 0.01, 0.11, 0.11, -0.01, 0.00, 0.01, 0.00]
}

***

Record 2
{
  "formula": "C23H34CuFN5O6PS2",
  "method": "ωB97M-V/def2-TZVPD",
  "orbital_gap_ev": 3.9,
  "fmax_ev_per_a": 0.7,
  "lumo_energy_ev": -1.6,
  "symbols": ["C", "H", "C", "H", "H", "H", "C", "C", "C", "P", "C", "C", "H", "H", "H", "C", "H", "H", "H", "H", "N", "C", "S", "N", "C", "H", "H", "H", "N", "C", "H", "O", "H", "H", "H", "H", "H", "C", "C", "N", "C", "C", "O", "H", "H", "O", "H", "S", "F", "H", "C", "O", "H", "H", "Cu", "C", "H", "C", "C", "C", "O", "H", "H", "C", "H", "N", "C", "H", "O", "H", "H", "H", "C"],
  "coordinates": [[0.14385, -0.31971, 3.63787], [-0.68815, -2.79474, 7.61636], [0.29722, 0.01842, 6.07225], [0.78580, 1.88547, -8.74471], [5.79207, 0.79151, 2.03756], [-4.45514, 1.57376, -2.39349], [0.37101, -0.99690, 7.23268], [-3.74710, 0.06367, -6.21335], [3.68329, -0.07595, -1.92018], [-2.41964, -0.15640, -2.82609], [-5.90589, -0.03808, -2.34969], [3.81373, -0.31573, 0.53662], [-2.70158, -1.76991, -5.73599], [2.14403, -0.85225, 4.17478], [2.08318, 2.33691, -7.65529], [-0.68234, 0.07497, 2.58443], [0.44050, 2.96706, -7.39018], [0.09396, -0.55769, 8.18743], [6.49631, -0.41577, 3.20382], [4.84787, -0.58678, 0.37005], [1.79667, 1.72990, -5.02701], [-2.78518, -0.74357, -5.37463], [-1.85655, 1.65752, -3.30823], [3.37624, -0.38049, 1.84650], [3.05635, 0.02680, -0.52026], [-6.08283, -0.95722, -1.78782], [1.93715, 2.61978, -5.46248], [1.29542, 0.34660, 5.80463], [0.73115, 0.91631, -6.91703], [1.49780, -0.47188, 3.39319], [-1.78892, -0.29911, -5.38848], [0.91671, 0.88358, -1.11345], [-4.91350, 1.05018, -0.77121], [-0.29416, -2.46110, 6.01564], [-2.22629, -1.38830, 4.42411], [-2.14972, -0.70310, 7.36503], [-5.73339, -0.30576, -3.39156], [1.68111, 0.41978, -0.27806], [5.62044, 0.11960, 2.86684], [-0.62878, -2.07023, 6.90586], [4.31652, -0.60512, 2.90954], [-0.18636, 0.29537, 1.32880], [-3.57438, -0.15876, -1.68567], [-2.30072, 0.19736, 5.19082], [0.06544, 0.24336, -7.25345], [-3.27559, -0.81273, -4.03061], [-2.72316, -2.18576, 6.58686], [-1.08735, -1.50017, -2.20880], [-2.01049, 0.26568, 2.80188], [-3.84664, 1.06464, -5.79123], [1.02762, 0.76391, -5.58568], [4.91737, -0.06633, -1.94735], [4.04871, 1.43785, 3.69940], [-3.37543, 0.15100, -7.23877], [0.80677, -0.34218, -2.79189], [2.03038, -0.22192, 2.12452], [4.33047, -1.61526, 3.30695], [4.58117, 0.51306, 3.87726], [-4.71099, 0.70464, -1.78581], [1.01992, 2.09183, -7.70247], [2.87330, -0.20645, -2.88039], [-0.84035, 0.56831, 0.50490], [-0.27007, 0.90465, 6.38253], [-1.78111, -0.76271, 5.19101], [-6.80050, 0.58779, -2.28639], [-0.34673, -0.64027, 4.94271], [-1.94789, -1.42569, 6.57826], [-4.73189, -0.40788, -6.24382], [0.62523, -0.21174, -4.96582], [1.34459, -1.47422, 7.32000], [2.06513, 1.59982, -4.06327], [4.74353, 0.26780, 4.91912], [1.17076, 0.15899, 1.09040]],
  "mulliken_charge": [-1.15, 0.30, -0.63, 0.34, 0.35, 0.27, -0.75, -1.16, 0.30, 0.97, -0.94, -0.26, 0.29, 0.78, 0.32, 0.31, 0.31, 0.36, 0.25, 0.69, -0.22, 0.23, -0.48, 0.22, -0.24, 0.26, 0.18, 0.52, -0.11, -0.22, -0.26, -0.75, 0.34, 0.37, 0.51, 0.31, 0.13, 1.39, -0.93, -0.15, -0.37, -0.74, -0.36, 0.49, 0.28, -0.33, 0.37, -0.51, -0.36, 0.23, 0.58, -0.76, 0.23, 0.42, -0.14, -0.42, 0.42, -0.42, -0.31, -1.03, -0.56, 0.70, 0.29, -0.81, 0.39, 0.32, -0.64, 0.30, -0.57, 0.42, 0.15, 0.27, 0.43]
}